(1)
15
Properties=species:S:1:pos:R:3 method="wB97M-V/def2-TZVPD" lumo_ev=1.02 smiles="C=C=N.C=CC" orbital_gap_ev=9.692 charge=0 relative_energy_kcal_mol=54.7
C 1.912 0.357 0.948
N -1.121 1.017 -0.667
C -2.105 0.577 -0.093
C 1.639 -0.082 -0.498
C -3.254 0.262 0.416
C 1.137 -1.264 -0.839
H -0.477 0.425 -1.181
H 2.057 0.577 -1.249
H 2.990 0.428 1.084
H 1.487 1.343 1.136
H 1.506 -0.365 1.652
H -3.413 0.247 1.479
H -4.077 -0.043 -0.206
H 1.043 -1.566 -1.870
H 0.674 -1.913 -0.112

(2)
15
Properties=species:S:1:pos:R:3 method="wB97M-V/def2-TZVPD" lumo_ev=0.95 smiles=CCCCC#N orbital_gap_ev=12.258 charge=0 relative_energy_kcal_mol=8.0
C 0.695 1.960 -0.297
C 0.741 0.453 -0.523
C -0.598 -0.177 -0.158
C -0.547 -1.718 0.011
C -0.738 -1.924 1.450
N -0.909 -1.827 2.591
H 0.489 2.175 0.758
H 1.640 2.443 -0.561
H -0.103 2.422 -0.890
H 1.524 0.012 0.108
H 1.001 0.218 -1.563
H -0.902 0.232 0.811
H -1.380 0.109 -0.868
H 0.413 -2.141 -0.311
H -1.327 -2.237 -0.558

(3)
15
Properties=species:S:1:pos:R:3 method="wB97M-V/def2-TZVPD" lumo_ev=0.95 smiles="[H]/N=C1/CC1(C)C" orbital_gap_ev=10.027 charge=0 relative_energy_kcal_mol=75.7
C 0.134 0.537 1.430
C -0.788 -0.660 1.541
C 0.064 0.039 0.069
C -0.950 0.688 -0.870
C 1.212 -0.619 -0.680
N 0.588 1.272 2.357
H -0.257 -1.538 1.810
H -1.769 -0.685 1.746
H -1.576 1.432 -0.257
H -1.575 -0.044 -1.323
H -0.449 1.119 -1.706
H 0.789 -1.296 -1.497
H 1.712 -1.387 0.052
H 2.051 -0.083 -0.958
H 1.150 2.127 2.207

(4)
15
Properties=species:S:1:pos:R:3 method="wB97M-V/def2-TZVPD" lumo_ev=-0.23 orbital_gap_ev=7.063 charge=0 relative_energy_kcal_mol=129.9
C 0.808 0.614 1.588
N -1.005 -2.188 -0.057
C -1.001 -0.811 0.353
C 0.300 -0.157 0.358
C -0.023 1.127 -1.809
C -0.552 0.687 -0.613
H 1.640 0.102 2.066
H 1.110 1.615 1.272
H 0.034 0.766 2.340
H -0.993 -2.168 -1.080
H -0.287 -2.734 0.411
H 1.069 -0.726 -0.165
H -0.109 2.176 -2.041
H 0.271 0.397 -2.550
H -1.261 1.300 -0.073

(5)
15
Properties=species:S:1:pos:R:3 method="wB97M-V/def2-TZVPD" lumo_ev=1.08 smiles="C=C(N)/C=C/C" orbital_gap_ev=8.942 charge=0 relative_energy_kcal_mol=43.4
N -0.602 0.176 -2.097
C 0.143 -0.411 -1.053
C 0.397 -1.731 -0.934
C 0.087 1.113 2.452
C -0.192 0.173 1.321
C 0.304 0.482 0.127
H -1.304 0.770 -1.683
H -1.002 -0.520 -2.707
H 0.670 -2.388 -1.754
H 0.479 -2.175 0.049
H -0.671 1.232 3.224
H 0.939 0.661 2.994
H 0.574 2.048 2.177
H -0.683 -0.786 1.383
H 0.636 1.490 -0.104

(6)
15
Properties=species:S:1:pos:R:3 method="wB97M-V/def2-TZVPD" lumo_ev=0.74 smiles="C=CC.CC#N" orbital_gap_ev=9.998 charge=0 relative_energy_kcal_mol=65.0
C -1.099 1.154 -0.675
C -0.209 -1.347 -0.671
C 0.540 -1.416 0.468
C 0.160 1.479 -1.509
C 0.715 -0.409 1.565
N -1.646 1.057 0.347
H 0.146 -2.079 -1.342
H -1.165 -0.971 -0.861
H 1.427 -2.131 0.478
H 0.778 2.010 -0.795
H -0.115 2.153 -2.379
H 0.506 0.442 -1.804
H 1.678 0.057 1.183
H 1.066 -1.042 2.408
H -0.184 0.240 1.612